[1]
This record from the OMol25 dataset describes an isolated ion of composition C5H9N2 and charge +1 at a distorted geometry. The level of theory is wB97M-V/def2-TZVPD.

Each line ends with the Mulliken charge.
Element x y z (Å)
C: 0.10 -1.48 -1.90  -1.367
C: 0.73 -1.53 -0.54  -0.047
C: 0.32 -0.29 0.14  0.263
C: 0.01 -0.21 1.47  -0.536
N: -0.71 1.03 1.47  -0.058
C: -0.55 1.76 0.38  -0.187
N: 0.17 1.01 -0.49  -0.043
H: 0.17 -2.42 -2.44  0.331
H: 0.30 -0.64 -2.53  0.343
H: -0.99 -1.23 -1.99  0.404
H: 1.87 -1.50 -0.67  0.214
H: 0.50 -2.49 0.09  0.328
H: 0.06 -0.76 2.39  0.414
H: -1.29 1.46 2.25  0.285
H: -0.93 2.74 0.19  0.413
H: 0.43 1.11 -1.46  0.243

## Properties
HOMO energy = -0.518 hartree
Relative energy (zero: lowest compared OMol25 entry of this formula, charge and spin) = 1.960 eV
Structure (SMILES) = CCc1c[nH]c[nH+]1
Largest force on an atom = 4.01 eV/A
Kohn-Sham gap = 10.7647 eV
Total charge = +1
LUMO energy = -3.34 eV
Spin multiplicity = 1

***

[2]
This record from the OMol25 dataset describes C9H22BrHfO6S as an isolated structure at a distorted geometry. The level of theory is wB97M-V/def2-TZVPD.

Each line ends with the Mulliken charge.
Element x y z (Å)
Hf: 3.15 13.12 23.99  1.405
Br: 3.54 12.38 26.59  -0.030
O: 9.44 12.95 31.63  -0.493
S: 8.36 12.57 32.49  1.141
O: 8.27 12.89 33.89  -0.475
O: 6.96 13.01 31.82  -0.249
C: 6.80 12.98 30.40  -0.338
C: 5.49 12.29 30.08  -0.871
C: 8.28 10.73 32.39  -0.838
H: 7.60 12.42 29.90  0.347
H: 6.85 13.99 30.00  0.338
H: 4.62 12.84 30.44  0.353
H: 5.36 11.23 30.26  0.344
H: 5.37 12.39 28.98  0.064
H: 9.06 10.50 33.12  0.400
H: 8.48 10.45 31.36  0.324
H: 7.34 10.37 32.80  0.334
C: 2.69 7.84 20.54  -0.761
O: 2.60 8.55 21.77  -0.328
C: 3.84 9.11 22.15  -0.327
C: 3.78 9.59 23.57  -0.830
O: 2.82 10.69 23.80  0.378
C: 1.45 10.26 23.93  -0.160
C: 0.67 11.18 24.85  -0.659
O: 0.83 12.52 24.31  -0.216
C: -0.38 13.02 23.70  -0.723
H: 3.11 8.43 19.73  0.337
H: 1.67 7.59 20.25  0.268
H: 3.20 6.89 20.68  0.310
H: 4.06 9.93 21.44  0.271
H: 4.62 8.35 22.14  0.443
H: 4.78 9.93 23.84  0.453
H: 3.49 8.78 24.24  0.337
H: 1.38 9.21 24.21  0.444
H: 1.00 10.32 22.93  0.318
H: 1.10 11.24 25.85  0.221
H: -0.36 10.86 24.99  0.454
H: -0.78 12.35 22.94  0.363
H: -0.29 13.99 23.19  0.323
H: -1.15 13.21 24.45  0.328

## Properties
HOMO energy = -0.617 hartree
Relative energy (zero: lowest compared OMol25 entry of this formula, charge and spin) = 0.008 eV
Largest force on an atom = 7.02 eV/A
Kohn-Sham gap = 1.4555 eV
Total charge = +3
LUMO energy = -15.34 eV
Spin multiplicity = 1

***

[3]
This record from the OMol25 dataset describes C34H31BrGeIN4O2Re as an isolated structure. The level of theory is wB97M-V/def2-TZVPD.

Each line ends with the Mulliken charge.
Element x y z (Å)
Re: -0.12 0.20 -0.03  0.463
C: 1.92 -2.26 1.01  -0.689
C: 0.56 -2.05 1.14  -0.308
C: -0.06 -2.12 -0.17  -1.159
C: 1.01 -2.47 -1.08  -0.734
C: 2.19 -2.52 -0.37  -0.440
H: 2.66 -2.19 1.80  0.429
H: 0.00 -2.01 2.06  0.627
H: -1.10 -2.37 -0.33  0.649
H: 0.90 -2.61 -2.14  0.480
H: 3.17 -2.68 -0.79  0.447
C: -0.81 0.58 1.50  0.274
Ge: -1.08 1.63 3.09  1.510
C: -2.13 0.67 4.43  -0.033
C: -3.03 1.32 5.27  -0.356
C: -3.72 0.63 6.27  -0.584
C: -3.51 -0.73 6.43  -0.428
C: -2.63 -1.40 5.60  -0.590
C: -1.95 -0.71 4.61  -0.180
C: 0.73 1.83 3.80  0.315
C: 1.54 0.70 3.79  -0.061
C: 2.86 0.75 4.23  -0.683
C: 3.39 1.94 4.69  -0.467
C: 2.60 3.08 4.71  -0.689
C: 1.29 3.03 4.27  -0.180
C: -2.00 3.28 2.62  0.092
C: -1.35 4.48 2.32  0.008
C: -2.07 5.60 1.92  -0.701
C: -3.45 5.53 1.82  -0.345
C: -4.11 4.34 2.09  -0.942
C: -3.39 3.23 2.48  -0.491
H: -3.20 2.39 5.16  0.337
H: -4.41 1.16 6.91  0.385
H: -4.05 -1.27 7.21  0.355
H: -2.47 -2.46 5.72  0.405
H: -1.27 -1.25 3.96  0.156
H: 1.16 -0.24 3.40  -0.016
H: 3.47 -0.15 4.20  0.385
H: 4.42 1.99 5.02  0.376
H: 3.01 4.02 5.06  0.381
H: 0.69 3.93 4.31  0.404
H: -0.27 4.54 2.34  0.481
H: -1.55 6.51 1.66  0.415
H: -4.02 6.40 1.49  0.382
H: -5.18 4.27 1.97  0.357
H: -3.91 2.29 2.66  0.453
Br: 0.21 5.80 -1.22  -0.212
C: -1.68 5.79 -1.60  0.563
C: -2.29 7.03 -1.73  -0.448
C: -3.66 7.08 -1.99  -0.408
C: -4.37 5.90 -2.12  -0.643
C: -3.73 4.68 -1.98  -0.274
C: -2.36 4.61 -1.72  -0.547
I: -1.46 2.36 -1.17  0.091
H: -1.72 7.94 -1.62  0.388
H: -4.15 8.04 -2.09  0.354
H: -5.44 5.93 -2.32  0.345
H: -4.29 3.75 -2.07  0.322
C: -0.43 0.07 -4.15  -1.243
C: 0.82 0.08 -3.29  0.730
O: 1.94 0.05 -3.84  -0.805
O: 0.68 0.12 -2.03  -0.746
H: -0.45 0.97 -4.75  0.330
H: -1.33 0.03 -3.54  0.236
H: -0.38 -0.78 -4.83  0.316
N: 5.69 2.12 -1.75  -0.452
C: 4.45 1.60 -1.53  0.530
N: 4.11 0.49 -2.20  -0.263
N: 3.71 2.22 -0.63  -0.728
C: 2.63 1.66 -0.18  0.726
N: 1.66 1.26 0.32  -0.537
H: 6.10 2.01 -2.66  0.223
H: 5.85 3.00 -1.29  0.272
H: 4.76 0.16 -2.89  0.227
H: 3.13 0.31 -2.46  0.164

## Properties
HOMO energy (spin up / spin down) = -0.127 / -0.137 hartree
Relative energy (zero: lowest compared OMol25 entry of this formula, charge and spin) = 2.028 eV
Largest force on an atom = 1.00 eV/A
Kohn-Sham gap (spin up / spin down) = 5.8946 / 6.1045 eV
Total charge = -1
LUMO energy (spin up / spin down) = 2.44 / 2.38 eV
Spin multiplicity = 2

***

[4]
This record from the OMol25 dataset describes one molecule with the formula C4H6N4 at a distorted geometry. The level of theory is wB97M-V/def2-TZVPD.

Each line ends with the Mulliken charge.
Element x y z (Å)
C: -3.29 0.06 -0.11  -0.286
N: -2.05 0.34 0.15  -0.614
N: -0.96 -0.45 0.16  0.118
C: 0.38 -0.06 0.12  0.607
C: 0.62 1.38 0.09  0.236
N: 0.87 2.49 -0.05  -0.370
N: 1.34 -0.90 -0.08  -0.532
C: 2.69 -0.43 -0.01  -0.840
H: -3.66 -0.91 -0.47  0.261
H: -3.93 0.95 0.02  0.244
H: -1.14 -1.41 0.17  0.260
H: 2.97 -0.42 1.03  0.289
H: 2.83 0.51 -0.45  0.384
H: 3.32 -1.16 -0.56  0.244

## Properties
HOMO energy = -0.335 hartree
Relative energy (zero: lowest compared OMol25 entry of this formula, charge and spin) = 3.126 eV
Structure (SMILES) = C=NN/C(C#N)=N/C
Largest force on an atom = 3.00 eV/A
Kohn-Sham gap = 9.3855 eV
Total charge = 0
LUMO energy = 0.26 eV
Spin multiplicity = 1

***

| no. | electronic energy (eV) |
| --- | --- |
| 1 | -8303.7722 |
| 2 | -104121.1078 |
| 3 | -182604.5513 |
| 4 | -10202.8135 |